{
  "formula": "C3H10N2S",
  "method": "wB97M-V/def2-TZVPD",
  "species": ["N", "C", "N", "H", "H", "H", "H", "H", "C", "C", "S", "H", "H", "H", "H", "H"],
  "coordinates": [[-1.50, 0.85, 2.71], [-0.79, 0.85, 1.56], [0.44, 0.46, 1.43], [-1.13, 0.55, 3.62], [-2.48, 1.16, 2.68], [-1.33, 1.28, 0.71], [0.85, 0.51, 0.26], [0.89, 0.10, 2.26], [-0.86, -1.49, -1.60], [0.63, -1.30, -1.35], [1.15, 0.44, -1.43], [-1.12, -1.06, -2.58], [-1.48, -1.00, -0.84], [-1.14, -2.56, -1.59], [1.19, -1.85, -2.10], [0.91, -1.76, -0.36]],
  "homo_ev": [0.710, -3.127],
  "gap_ev": [3.455, 7.217],
  "de_lowest_kj_mol": 66.1,
  "lumo_ha": [0.1531, 0.1503],
  "spin_multiplicity": 2,
  "charge": -1,
  "e_tot_ha": -627.92819
}